The following is a quantum chemistry calculation of a molecular structure, C43H53BrN3O2P2ReSi, from the Open Molecules 2025 dataset.

```
106
Properties=species:S:1:pos:R:3:mulliken_charge:R:1
Re -0.177 -0.156 1.090 0.3749
C -3.416 -2.696 4.366 -1.7221
C -2.979 -1.305 3.977 0.8229
C -3.629 -0.151 4.500 -0.5520
C -3.182 1.087 4.091 -0.7110
C -2.264 1.189 3.033 0.1245
Br -1.584 2.926 2.688 0.0131
N -1.607 0.101 2.496 1.0538
C -2.006 -1.136 3.006 -0.0127
H -4.458 -2.850 4.010 0.3603
H -3.411 -2.827 5.455 0.4425
H -2.775 -3.512 4.001 0.3851
H -4.374 -0.303 5.232 0.5863
H -3.563 1.986 4.609 0.5152
H -1.423 -1.965 2.569 -0.2189
O 0.994 -0.030 -0.764 0.2792
P 0.871 0.238 -2.257 1.2006
C -0.842 0.119 -2.893 -1.0349
P -2.058 0.887 -1.694 0.8734
O -1.568 0.902 -0.180 0.2635
C -2.321 2.503 -2.301 0.6876
C -2.823 2.690 -3.590 -0.7167
C -3.166 4.005 -4.075 -0.8794
C -3.089 5.086 -3.203 -0.6338
C -2.579 4.876 -1.912 -0.5354
C -2.165 3.614 -1.500 -0.0919
C -3.582 -0.035 -1.756 0.8339
C -3.850 -0.895 -2.816 -0.4980
C -5.109 -1.442 -2.952 -0.8296
C -6.075 -1.234 -1.942 -0.5006
C -5.813 -0.397 -0.866 -0.8833
C -4.535 0.138 -0.701 -0.7910
C 1.855 -0.926 -3.199 0.4692
C 3.221 -0.604 -3.377 -1.0226
C 4.135 -1.603 -3.815 -0.8348
C 3.659 -2.753 -4.346 -0.4958
C 2.306 -3.065 -4.318 -0.8059
C 1.422 -2.167 -3.698 -0.0725
C 1.396 1.890 -2.713 0.2046
C 1.964 2.186 -3.966 -0.9348
C 2.493 3.419 -4.264 -0.8843
C 2.371 4.454 -3.331 -0.6661
C 1.774 4.256 -2.112 -0.8921
C 1.329 2.972 -1.801 0.6910
H -1.040 -0.954 -3.046 0.4143
H -0.902 0.561 -3.930 0.6433
H -2.882 1.848 -4.298 0.3928
H -3.533 4.090 -5.079 0.4907
H -3.406 6.060 -3.478 0.5004
H -2.424 5.673 -1.179 0.4516
H -1.837 3.491 -0.446 -0.1457
H -3.126 -1.094 -3.609 0.3571
H -5.306 -2.057 -3.789 0.5263
H -7.039 -1.729 -2.012 0.4439
H -6.582 -0.200 -0.174 0.5489
H -4.297 0.760 0.157 0.4958
H 3.648 0.336 -3.022 0.3636
H 5.195 -1.361 -3.793 0.4790
H 4.337 -3.492 -4.758 0.4193
H 1.936 -3.979 -4.753 0.5024
H 0.326 -2.351 -3.638 0.2907
H 1.986 1.455 -4.782 0.4793
H 2.914 3.536 -5.237 0.5409
H 2.713 5.452 -3.569 0.4461
H 1.668 5.058 -1.390 0.5418
H 0.903 2.778 -0.798 -0.3576
N -1.543 -3.895 -0.471 -0.0721
C -0.187 -3.955 -0.865 -1.0915
C 0.349 -2.782 -0.503 -1.3050
N -0.646 -2.008 0.211 1.0730
C -1.770 -2.682 0.088 -0.7122
H -2.307 -4.639 -0.581 0.3680
H 0.328 -4.741 -1.379 0.4764
H 1.339 -2.412 -0.707 1.2310
H -2.734 -2.377 0.499 0.4584
C 0.986 0.171 4.300 -1.0465
Si 1.720 -0.343 2.623 -0.4541
C 2.422 -2.077 3.079 2.1462
C 2.803 -2.757 1.779 -1.7776
C 3.729 -2.047 3.907 -1.7834
C 1.391 -2.964 3.850 -1.4310
C 3.045 1.017 2.389 2.2318
C 3.941 1.434 3.569 -1.6028
C 2.262 2.361 1.971 -1.5989
C 3.977 0.636 1.198 -1.3751
H 1.787 -0.002 5.091 0.3330
H 0.089 -0.399 4.630 0.2592
H 0.678 1.233 4.311 0.3342
H 3.253 -2.070 1.037 0.2779
H 1.918 -3.225 1.308 0.3470
H 3.579 -3.511 1.975 0.5833
H 4.523 -1.609 3.304 0.4423
H 4.052 -3.068 4.209 0.5261
H 3.615 -1.487 4.848 0.3295
H 0.504 -3.249 3.227 0.0903
H 1.003 -2.513 4.778 0.3003
H 1.881 -3.923 4.103 0.5300
H 3.367 1.953 4.346 0.3946
H 4.739 2.184 3.248 0.4942
H 4.462 0.603 4.098 0.3053
H 1.431 2.604 2.671 0.2095
H 1.850 2.362 0.945 0.2484
H 2.945 3.250 2.010 0.5800
H 4.589 -0.256 1.507 0.2703
H 4.628 1.462 0.906 0.5306
H 3.385 0.364 0.331 0.0930
```

## Properties
E_tot (eV): -152621.2239
Multiplicity: 4
Total charge: +3
Kohn-Sham gap (alpha / beta) (eV): 6.4 / 6.3
Energy above the lowest of the compared OMol25 structures with the same formula, charge and spin (kJ/mol): 10.25
LUMO level (alpha / beta) (eV): -9.729 / -9.789

***

The following is a quantum chemistry calculation of a molecular structure, C43H53N5O4Ti, from the Open Molecules 2025 dataset.

```
106
Properties=species:S:1:pos:R:3:mulliken_charge:R:1
Ti -0.196 -0.033 -0.616 -0.6799
C 5.851 -3.428 0.826 -1.6483
C 4.553 -3.818 0.096 1.8912
C 4.895 -4.308 -1.317 -1.7347
C 3.863 -4.960 0.857 -1.7212
C 3.654 -2.600 0.035 0.7746
C 3.668 -1.704 -1.037 -1.1486
C 2.719 -0.708 -1.123 -1.1103
N 1.778 -0.533 -0.189 0.7025
C 1.865 -1.269 0.936 0.5886
C 2.764 -2.304 1.071 -0.7169
C 0.903 -0.882 1.987 -0.4313
C 1.248 -0.866 3.325 -0.6456
C 0.348 -0.367 4.267 0.3962
C -0.880 0.082 3.770 -1.0838
C -1.144 0.038 2.420 -0.6947
N -0.271 -0.432 1.525 0.7774
C 0.717 -0.240 5.733 2.0006
C 1.214 1.206 5.930 -1.5924
C 1.830 -1.221 6.119 -1.9002
C -0.499 -0.495 6.634 -1.7595
H 6.472 -4.317 0.949 0.4460
H 5.649 -3.016 1.815 0.3518
H 6.417 -2.693 0.252 0.3775
H 5.474 -5.228 -1.250 0.4425
H 5.504 -3.586 -1.862 0.4085
H 3.989 -4.517 -1.891 0.3554
H 4.449 -5.871 0.734 0.4661
H 2.858 -5.147 0.471 0.3317
H 3.796 -4.767 1.928 0.3983
H 4.393 -1.796 -1.833 0.3929
H 2.675 -0.041 -1.974 0.7656
H 2.754 -2.895 1.977 0.5766
H 2.226 -1.218 3.618 0.6574
H -1.632 0.482 4.434 0.3207
H -2.082 0.409 2.027 0.4855
H 2.061 1.423 5.276 0.3545
H 1.532 1.346 6.963 0.4667
H 0.420 1.924 5.716 0.3575
H 2.792 -0.940 5.686 0.3495
H 1.583 -2.239 5.808 0.4405
H 1.956 -1.224 7.200 0.4420
H -1.286 0.243 6.482 0.3556
H -0.200 -0.432 7.679 0.4629
H -0.910 -1.491 6.458 0.4098
O -1.856 1.465 -1.591 -0.2469
C -1.861 1.206 -3.022 3.2976
C -0.748 0.162 -3.258 -0.2999
O -0.692 -0.572 -4.204 -0.6092
O 0.196 0.226 -2.316 0.4022
C -3.273 0.779 -3.395 -0.8926
C -3.618 -0.473 -3.892 -0.0883
C -4.952 -0.783 -4.136 -0.9508
C -5.948 0.151 -3.897 -0.5190
C -5.605 1.414 -3.429 -0.9744
C -4.280 1.721 -3.177 -0.2379
C -1.365 2.427 -3.798 0.3778
C -0.309 3.186 -3.286 -0.3526
C 0.158 4.285 -3.990 -0.9402
C -0.410 4.625 -5.209 -0.7325
C -1.446 3.862 -5.725 -0.8477
C -1.925 2.766 -5.023 -0.7454
H -1.599 2.388 -1.455 0.2021
H -2.855 -1.200 -4.123 0.6485
H -5.208 -1.756 -4.536 0.4807
H -6.983 -0.096 -4.093 0.4413
H -6.372 2.161 -3.270 0.4255
H -4.015 2.708 -2.815 0.4577
H 0.167 2.923 -2.348 0.2944
H 0.972 4.872 -3.584 0.4781
H -0.041 5.483 -5.756 0.4329
H -1.892 4.121 -6.676 0.4615
H -2.735 2.173 -5.428 0.5174
C 0.731 5.251 0.229 -1.6276
C 0.184 4.226 1.233 1.7223
C 1.035 4.234 2.510 -1.6086
C -1.279 4.554 1.582 -1.5832
C 0.208 2.889 0.629 0.5545
C 0.211 1.783 0.122 0.1986
H 0.616 6.256 0.636 0.4488
H 0.196 5.197 -0.721 0.2769
H 1.790 5.075 0.042 0.3524
H 0.994 5.222 2.969 0.4456
H 2.075 4.000 2.286 0.3594
H 0.661 3.504 3.231 0.2653
H -1.338 5.550 2.021 0.4574
H -1.672 3.837 2.304 0.3353
H -1.909 4.536 0.690 0.2983
C -4.242 -0.080 -0.003 -1.3543
C -3.243 -1.080 -0.492 0.3443
N -3.704 -2.247 -0.908 -0.1611
O -2.007 -0.878 -0.468 -0.0238
H -5.010 0.076 -0.761 0.4066
H -3.747 0.863 0.201 0.0326
H -4.725 -0.452 0.902 0.4294
H -4.692 -2.431 -0.955 0.2811
H -3.070 -2.955 -1.249 0.2026
N 0.365 -4.019 -2.661 -0.0242
C -0.243 -4.539 -1.546 -0.9516
C -0.401 -3.486 -0.697 -1.0732
N 0.098 -2.340 -1.283 0.9606
C 0.549 -2.702 -2.468 -1.1121
H 0.607 -4.529 -3.495 0.2613
H -0.490 -5.582 -1.453 0.4870
H -0.823 -3.474 0.295 0.6511
H 0.999 -2.056 -3.201 0.5888
```

## Properties
E_tot (eV): -84198.3642
Total charge: +2
Kohn-Sham gap (eV): 7.5
Energy above the lowest of the compared OMol25 structures with the same formula, charge and spin (kJ/mol): 56.43
LUMO level (eV): -6.058